(1)
Computed, not measured: C23H29BN11O6RuS3 as an isolated structure at a distorted geometry, with the ωB97M-V functional and the def2-TZVPD basis.

Each line ends with the Löwdin charge.
CARTESIAN COORDINATES (ANGSTROEM)
Ru -0.01 0.32 -0.39  1.099
O -1.99 -0.72 -1.19  -0.193
C -2.95 -1.23 -0.65  -0.200
C -3.24 -1.40 0.75  -0.108
C -4.34 -2.18 1.09  0.055
C -4.62 -2.49 2.41  -0.170
C -3.78 -2.00 3.44  0.011
C -2.72 -1.21 3.13  0.000
C -2.41 -0.83 1.78  -0.355
O -1.47 -0.02 1.55  -0.137
N -5.72 -3.33 2.73  -0.376
O -5.89 -3.63 3.89  0.062
O -6.43 -3.71 1.81  0.059
H -3.73 -1.68 -1.31  0.139
H -4.99 -2.58 0.32  0.126
H -4.01 -2.25 4.46  0.120
H -2.07 -0.83 3.90  0.107
C -2.34 4.09 0.26  -0.049
N -1.35 4.28 -0.75  -0.126
C -0.52 5.35 -0.92  -0.021
C 0.20 5.13 -2.05  -0.032
N -0.18 3.93 -2.58  0.005
B 0.22 3.48 -4.01  -0.451
N 0.19 1.94 -4.13  -0.037
C -0.43 1.28 -5.14  -0.068
C -0.18 -0.05 -5.01  -0.035
N 0.61 -0.20 -3.91  -0.118
C 1.11 -1.42 -3.35  -0.042
C 0.81 1.03 -3.37  -0.747
S 1.78 1.31 -1.99  0.709
C -1.11 3.42 -1.77  -0.702
S -1.90 1.91 -1.89  0.849
H -2.14 4.76 1.10  0.094
H -2.31 3.06 0.62  0.062
H -3.33 4.29 -0.14  0.098
H -0.50 6.16 -0.22  0.127
H 0.94 5.73 -2.52  0.126
H 1.33 3.86 -4.21  0.076
H -0.58 3.92 -4.77  0.079
H -1.00 1.80 -5.87  0.118
H -0.50 -0.88 -5.60  0.119
H 1.03 -2.22 -4.09  0.097
H 0.54 -1.68 -2.45  0.057
H 2.16 -1.29 -3.07  0.082
S 0.91 3.90 2.74  0.547
C 0.54 2.93 1.53  -0.995
N 0.22 2.25 0.63  -0.036
C 2.53 -4.62 0.36  -0.076
N 1.51 -3.85 -0.31  0.029
C 0.70 -2.93 0.28  -0.617
N 0.54 -2.96 1.62  0.216
O 0.03 -2.18 -0.43  -0.067
H 2.87 -5.40 -0.31  0.088
H 2.12 -5.10 1.26  0.081
H 3.39 -4.00 0.64  0.076
H 1.67 -3.66 -1.29  0.137
H 1.21 -3.41 2.22  0.097
H 0.00 -2.20 2.00  0.088
C 5.14 -0.90 0.84  -0.015
N 3.95 -0.48 1.54  -0.046
C 4.02 0.12 2.75  -0.042
C 2.91 0.52 3.40  0.004
C 1.65 0.31 2.75  -0.399
N 1.61 -0.21 1.53  0.124
C 2.72 -0.60 0.87  -0.537
O 2.69 -1.10 -0.24  -0.028
N 0.49 0.54 3.36  0.177
H 5.98 -0.94 1.53  0.092
H 5.36 -0.21 0.02  0.105
H 4.97 -1.88 0.40  0.085
H 5.01 0.25 3.16  0.133
H 2.95 0.99 4.36  0.109
H 0.46 1.15 4.16  0.101
H -0.34 0.46 2.75  0.055

Computed properties:
* Kohn-Sham gap (spin up / spin down): 5.724 / 7.507 eV
* spin multiplicity: 2
* total charge: 0
* E_LUMO (spin up / spin down): -2.176 / -0.406 eV
* E_HOMO (spin up / spin down): -0.2903 / -0.2908 hartree

(2)
Computed, not measured: a 8-piece molecular cluster, C25H44F2N3O7S overall at a distorted geometry, with the ωB97M-V functional and the def2-TZVPD basis.

Each line ends with the Löwdin charge.
CARTESIAN COORDINATES (ANGSTROEM)
C -2.41 -2.77 0.33  0.111
C -1.53 -2.65 -0.99  -0.213
O -1.32 -3.68 -1.65  0.094
N -1.01 -1.26 -1.33  0.067
H -1.70 -0.73 -0.95  0.013
H -0.34 -1.02 -0.66  0.053
C -0.50 -1.20 -2.73  0.029
H -2.67 -3.55 0.60  -0.020
H -3.14 -2.10 0.40  0.069
H -2.10 -2.51 1.16  0.004
H 0.46 -1.38 -2.73  0.016
H -0.66 -0.14 -3.00  0.097
H -1.24 -1.88 -3.46  0.184
C 3.23 -1.68 2.64  0.032
C 3.22 -2.80 1.54  -0.393
O 4.29 -3.40 1.25  0.106
N 2.01 -3.06 0.94  0.054
H 1.41 -3.39 1.71  0.202
H 1.59 -2.15 0.59  0.086
C 2.03 -4.05 -0.21  0.025
H 2.94 -2.06 3.54  0.037
H 2.81 -0.66 2.42  0.087
H 4.30 -1.26 2.89  0.134
H 1.15 -4.08 -0.84  0.069
H 2.46 -5.07 -0.06  0.115
H 2.70 -3.55 -1.05  0.142
C 0.62 2.60 0.07  -0.013
C 0.07 2.08 1.37  -0.314
O 0.42 2.78 2.33  0.114
N -0.71 0.74 1.31  0.099
H -1.45 0.89 0.67  0.014
H 0.06 0.10 0.90  0.056
C -1.10 0.17 2.72  0.050
H -0.06 3.39 -0.25  0.102
H 0.64 1.92 -0.84  0.078
H 1.70 2.85 0.03  0.065
H -1.75 0.63 3.02  -0.107
H -0.19 0.05 3.45  0.138
H -1.34 -0.95 2.95  0.126
O 1.13 -0.68 0.19  -0.307
H 1.93 -0.18 -0.04  -0.019
O -2.33 0.76 -0.64  -0.361
H -2.68 1.52 -1.12  -0.045
F 2.60 2.51 -2.38  -0.006
C 2.03 1.71 -3.40  -0.218
C 0.96 2.27 -4.08  0.044
C 0.38 1.49 -5.26  0.053
C 0.92 0.12 -5.45  -0.137
C 2.01 -0.33 -4.86  -0.088
C 2.66 0.48 -3.77  0.058
H 0.68 3.13 -3.74  0.050
H -0.42 1.67 -5.81  0.037
H 0.31 -0.51 -6.21  0.139
H 2.42 -1.34 -4.99  0.113
H 3.46 0.11 -3.53  0.001
F 6.03 2.61 2.25  0.086
C 5.65 1.54 1.52  -0.266
C 4.41 1.62 0.80  0.057
C 4.01 0.56 -0.13  -0.111
C 4.83 -0.54 -0.23  -0.064
C 6.09 -0.71 0.50  0.039
C 6.37 0.43 1.30  -0.019
H 3.45 2.41 0.81  0.154
H 3.21 0.70 -0.72  0.021
H 4.47 -1.25 -0.84  0.056
H 6.44 -1.53 0.45  -0.001
H 7.23 0.24 1.81  0.097
C -7.28 2.05 2.18  -0.174
C -6.52 2.16 0.91  -0.338
C -5.20 2.18 1.06  -0.251
S -4.85 1.19 2.53  0.682
O -3.86 1.86 3.36  -0.316
O -4.47 -0.04 1.91  -0.322
C -6.47 1.15 3.17  -0.212
H -8.37 1.66 2.06  0.159
H -7.44 3.01 2.64  0.112
H -6.96 2.87 0.44  0.077
H -6.85 1.33 0.31  0.139
H -4.99 3.13 1.34  0.083
H -4.55 1.82 0.12  0.165
H -6.59 1.61 4.11  0.088
H -6.79 0.08 3.36  0.133

Computed properties:
* Kohn-Sham gap: 8.443 eV
* ΔE to the lowest compared entry with this formula, charge and spin: 179.04 kcal/mol
* total charge: +1
* E_LUMO: -2.915 eV
* E_HOMO: -0.4174 hartree

(3)
Computed, not measured: a 2-piece molecular cluster, Cl5NP2 overall at a distorted geometry, with the ωB97M-V functional and the def2-TZVPD basis.

Each line ends with the Löwdin charge.
CARTESIAN COORDINATES (ANGSTROEM)
Cl 1.68 -1.62 -0.35  0.160
P 1.56 0.23 0.41  -0.347
Cl 0.61 1.16 -1.12  0.117
Cl 3.44 0.87 0.16  0.152
N -1.51 -1.87 0.04  -0.339
P -1.67 -0.40 0.14  -0.184
Cl -1.40 0.76 1.78  0.219
Cl -2.70 0.86 -1.06  0.222

Computed properties:
* Kohn-Sham gap: 8.799 eV
* ΔE to the lowest compared entry with this formula, charge and spin: 66.58 kcal/mol
* SMILES: ClP(Cl)Cl.N#P(Cl)Cl
* total charge: 0
* E_LUMO: -1.405 eV
* E_HOMO: -0.3750 hartree

(4)
Computed, not measured: C39H42FMoN4O5S5 as an isolated structure at a distorted geometry, with the ωB97M-V functional and the def2-TZVPD basis.

Each line ends with the Löwdin charge.
CARTESIAN COORDINATES (ANGSTROEM)
Mo 0.50 0.06 1.02  1.610
C -4.82 -4.82 -0.75  -0.030
C -5.35 -3.75 0.21  -0.294
C -6.59 -3.09 -0.37  -0.133
C -7.10 -2.02 0.58  -0.119
C -6.02 -1.02 0.84  -0.121
C -6.35 0.30 1.11  0.081
C -5.35 1.22 1.35  -0.240
F -5.67 2.50 1.60  0.091
C -4.02 0.86 1.34  0.078
C -3.66 -0.47 1.07  -0.033
C -2.28 -0.87 1.07  -0.205
O -1.30 -0.05 1.29  -0.319
C -2.01 -2.24 0.80  -0.005
C -3.05 -3.10 0.53  0.066
N -4.34 -2.73 0.50  0.052
C -4.68 -1.42 0.80  -0.050
C -0.63 -2.81 0.79  -0.558
O -0.45 -4.01 0.73  0.105
O 0.33 -1.95 0.88  -0.266
H -5.66 -5.40 -1.12  0.093
H -4.14 -5.51 -0.26  0.084
H -4.32 -4.37 -1.60  0.104
H -5.61 -4.23 1.16  0.167
H -7.36 -3.85 -0.53  0.130
H -6.35 -2.64 -1.34  0.140
H -7.40 -2.49 1.53  0.138
H -7.98 -1.52 0.17  0.128
H -7.38 0.62 1.13  0.140
H -3.26 1.61 1.53  0.112
H -2.80 -4.12 0.34  0.139
N 0.31 -0.82 3.40  -0.010
C 1.31 -0.60 4.45  -0.234
C 2.44 0.26 3.89  -0.200
C 2.01 1.73 3.84  -0.207
C 2.68 2.52 2.72  -0.234
N 2.14 2.12 1.41  -0.003
H -0.64 -0.71 3.76  0.098
H 0.39 -1.78 3.07  0.082
H 1.70 -1.55 4.81  0.120
H 0.85 -0.08 5.30  0.121
H 2.66 -0.10 2.88  0.074
H 3.33 0.15 4.50  0.122
H 2.24 2.21 4.80  0.119
H 0.93 1.78 3.68  0.088
H 3.76 2.35 2.75  0.110
H 2.50 3.59 2.88  0.106
H 2.92 1.74 0.86  0.008
H 1.81 2.94 0.91  0.063
O 2.16 -0.24 0.42  -0.529
C 2.71 -0.72 -0.76  -0.579
C 1.85 -0.14 -1.95  -0.832
C 2.39 1.15 -2.46  -0.174
C 2.12 1.68 -3.65  -0.034
C 1.33 1.06 -4.76  -0.434
S 1.57 -1.34 -3.30  0.974
C 4.15 -0.27 -0.88  -0.463
C 5.03 -0.37 -1.91  -0.095
C 6.32 0.07 -1.56  -0.156
C 6.41 0.49 -0.27  -0.379
S 4.91 0.35 0.56  1.080
C 2.83 -2.23 -0.63  -0.443
C 3.12 -3.21 -1.53  -0.152
C 3.40 -4.45 -0.91  -0.163
C 3.36 -4.39 0.45  -0.375
S 2.98 -2.81 1.00  1.082
H 2.98 1.73 -1.75  0.122
H 2.55 2.63 -3.92  0.124
H 0.45 1.70 -4.97  0.153
H 4.76 -0.74 -2.88  0.125
H 7.15 0.07 -2.24  0.108
H 7.26 0.88 0.26  0.064
H 3.15 -3.08 -2.59  0.064
H 3.63 -5.34 -1.46  0.105
H 3.51 -5.17 1.16  0.067
C 1.63 0.90 -7.15  -0.119
O 2.20 1.05 -5.87  -0.152
C 0.83 -0.34 -4.52  -1.016
S -0.27 -1.02 -5.51  0.742
S 0.14 0.30 -1.36  0.680
H 2.43 1.17 -7.84  0.095
H 0.77 1.57 -7.28  0.095
H 1.32 -0.13 -7.34  0.044
N -0.72 2.43 0.94  0.020
C -0.24 3.76 0.84  -0.342
C 0.05 4.32 -0.40  -0.035
C 0.58 5.60 -0.47  -0.066
C 0.82 6.32 0.69  -0.078
C 0.50 5.78 1.92  -0.075
C -0.04 4.50 2.00  -0.056
H -1.26 2.18 0.11  0.064
H -1.29 2.33 1.78  0.081
H -0.13 3.74 -1.30  0.109
H 0.81 6.03 -1.43  0.110
H 1.24 7.31 0.63  0.107
H 0.65 6.35 2.82  0.111
H -0.29 4.08 2.96  0.113

Computed properties:
* Kohn-Sham gap (spin up / spin down): 6.455 / 6.185 eV
* ΔE to the lowest compared entry with this formula, charge and spin: 81.44 kcal/mol
* spin multiplicity: 3
* total charge: +1
* E_LUMO (spin up / spin down): -3.449 / -3.765 eV
* E_HOMO (spin up / spin down): -0.3640 / -0.3657 hartree

(5)
Computed, not measured: an isolated molecule of C21H24N4O4S2 at a distorted geometry, with the ωB97M-V functional and the def2-TZVPD basis.

Each line ends with the Löwdin charge.
CARTESIAN COORDINATES (ANGSTROEM)
C 1.37 3.98 6.74  -0.110
C 0.62 3.67 5.45  -0.267
C 0.29 4.95 4.68  -0.179
C -0.47 4.72 3.37  -0.187
O 0.34 4.12 2.37  -0.034
C 0.41 2.78 2.22  -0.258
C 1.36 2.33 1.30  0.012
C 1.53 0.99 1.05  -0.065
C 0.74 0.05 1.69  -0.042
C -0.24 0.48 2.58  -0.162
C -1.08 -0.49 3.33  -0.420
O -1.29 -0.41 4.52  0.099
N -1.59 -1.55 2.61  0.144
C -1.67 -1.71 1.24  -0.240
C -1.57 -3.00 0.70  0.006
C -1.59 -3.18 -0.67  -0.044
C -1.73 -2.08 -1.50  -0.326
S -1.65 -2.31 -3.26  0.649
O -1.78 -1.05 -3.92  -0.283
O -2.46 -3.41 -3.67  -0.272
N -0.05 -2.88 -3.43  -0.073
C 1.00 -2.03 -3.40  -0.655
N 2.12 -2.20 -4.02  0.008
N 3.00 -1.23 -3.79  -0.003
C 2.61 -0.31 -3.00  -0.574
C 3.42 0.86 -2.59  -0.245
C 2.62 2.16 -2.66  -0.110
S 0.95 -0.58 -2.41  1.111
C -1.89 -0.81 -0.98  -0.082
C -1.87 -0.62 0.39  0.001
C -0.39 1.83 2.86  0.039
H 0.77 4.62 7.38  0.072
H 2.30 4.49 6.53  0.073
H 1.59 3.06 7.28  0.070
H -0.31 3.14 5.69  0.112
H 1.23 3.01 4.83  0.108
H -0.31 5.61 5.31  0.118
H 1.22 5.47 4.44  0.120
H -0.75 5.69 2.95  0.127
H -1.38 4.14 3.55  0.118
H 1.97 3.07 0.80  0.119
H 2.29 0.66 0.35  0.090
H 0.89 -1.00 1.50  0.123
H -1.94 -2.31 3.19  0.162
H -1.45 -3.85 1.36  0.119
H -1.50 -4.16 -1.11  0.122
H 0.06 -3.66 -4.06  0.131
H 3.78 0.70 -1.57  0.102
H 4.29 0.90 -3.25  0.117
H 2.27 2.33 -3.67  0.081
H 3.25 3.00 -2.37  0.075
H 1.77 2.12 -1.99  0.046
H -2.03 0.02 -1.66  0.115
H -2.00 0.36 0.80  0.125
H -1.13 2.11 3.59  0.115

Computed properties:
* Kohn-Sham gap: 8.749 eV
* ΔE to the lowest compared entry with this formula, charge and spin: 43.18 kcal/mol
* SMILES: CCCCOc1cccc(C(=O)Nc2ccc(S(=O)(=O)Nc3nnc(CC)s3)cc2)c1
* total charge: 0
* E_LUMO: -0.102 eV
* E_HOMO: -0.3253 hartree

(6)
Computed, not measured: C21H15NO5S4W as an isolated structure at a distorted geometry, with the ωB97M-V functional and the def2-TZVPD basis.

Each line ends with the Löwdin charge.
CARTESIAN COORDINATES (ANGSTROEM)
W 1.09 -1.00 0.18  1.438
S 1.50 0.72 -1.98  0.720
C 2.67 1.98 -1.76  -0.677
C 3.26 2.63 -2.85  -0.109
C 4.25 3.58 -2.64  -0.083
C 4.68 3.90 -1.36  -0.091
C 4.11 3.27 -0.27  -0.099
C 3.10 2.34 -0.48  -0.555
S 2.32 1.52 0.86  0.961
C 0.86 2.54 1.08  -0.355
C -0.47 1.88 0.83  -0.299
C -1.57 2.62 1.27  -0.012
C -2.84 2.19 1.01  -0.021
C -2.98 1.06 0.22  -0.005
C -1.85 0.39 -0.21  -0.322
C -2.09 -0.74 -1.17  -0.339
S -1.21 -2.26 -0.80  1.031
C -2.23 -2.73 0.55  -0.525
C -3.42 -3.43 0.38  -0.085
C -4.20 -3.73 1.49  -0.076
C -3.77 -3.35 2.76  -0.071
C -2.57 -2.68 2.93  -0.104
C -1.79 -2.36 1.82  -0.618
S -0.20 -1.68 2.10  0.754
N -0.59 0.73 0.15  -0.037
H 2.96 2.36 -3.85  0.103
H 4.70 4.06 -3.50  0.105
H 5.47 4.63 -1.22  0.101
H 4.43 3.49 0.74  0.105
H 0.94 3.38 0.38  0.112
H 0.87 2.96 2.09  0.090
H -1.39 3.52 1.84  0.125
H -3.71 2.72 1.38  0.120
H -3.95 0.68 -0.06  0.123
H -1.83 -0.45 -2.20  0.108
H -3.15 -0.96 -1.14  0.085
H -3.73 -3.73 -0.61  0.114
H -5.12 -4.28 1.37  0.106
H -4.37 -3.59 3.62  0.108
H -2.23 -2.40 3.92  0.105
O 1.80 -3.25 -3.21  0.159
C 1.75 -2.86 -2.08  -0.521
O 1.10 -1.79 -1.66  -0.522
C 2.32 -3.54 -0.83  -0.491
O 2.88 -4.60 -0.81  0.155
O 2.09 -2.77 0.22  -0.198
O 2.14 -0.98 1.54  -0.613

Computed properties:
* Kohn-Sham gap: 6.054 eV
* total charge: 0
* E_LUMO: -1.685 eV
* E_HOMO: -0.2844 hartree

(7)
Computed, not measured: an isolated ion of composition C7H16FN2 and charge +1 at a distorted geometry, with the ωB97M-V functional and the def2-TZVPD basis.

Each line ends with the Löwdin charge.
CARTESIAN COORDINATES (ANGSTROEM)
C -1.06 0.39 -3.09  -0.097
C -1.06 -0.51 -1.87  -0.327
C 0.17 -1.41 -2.12  -0.070
C -0.70 0.49 -0.64  -0.190
N -0.68 -0.26 0.57  -0.106
C -0.93 0.12 1.93  -0.125
C 0.31 1.01 2.46  -0.102
N 1.43 0.30 2.96  0.130
C 2.47 -0.05 2.27  -0.041
F 2.65 0.33 1.05  0.181
H -0.45 1.23 -3.08  0.059
H -1.94 0.94 -3.27  0.065
H -0.89 -0.26 -4.02  0.113
H -1.99 -0.82 -1.54  0.110
H 1.12 -1.15 -1.76  0.053
H 0.27 -1.57 -3.13  0.030
H -0.12 -2.51 -1.73  0.129
H -1.48 1.24 -0.38  0.137
H 0.21 0.91 -0.91  0.083
H -0.07 -1.05 0.66  0.099
H -1.00 -0.68 2.60  0.094
H -1.90 0.86 1.91  0.183
H 0.79 1.65 1.66  0.158
H -0.04 1.59 3.20  0.085
H 1.59 -0.16 3.85  0.194
H 3.30 -0.63 2.44  0.158

Computed properties:
* Kohn-Sham gap (spin up / spin down): 7.098 / 7.099 eV
* ΔE to the lowest compared entry with this formula, charge and spin: 81.71 kcal/mol
* SMILES: CC(C)CNCC/[NH+]=C\F
* total charge: +1
* E_LUMO (spin up / spin down): -4.864 / -4.864 eV
* E_HOMO (spin up / spin down): -0.4396 / -0.4396 hartree

(8)
Computed, not measured: an isolated ion of composition H2N2O4P and charge -1 at a distorted geometry, with the ωB97M-V functional and the def2-TZVPD basis.

Each line ends with the Löwdin charge.
CARTESIAN COORDINATES (ANGSTROEM)
N -0.59 0.56 -1.26  -0.083
P 0.01 0.70 0.28  0.224
O -0.95 1.28 1.20  -0.337
O 1.40 1.26 0.15  -0.374
N 0.27 -1.11 0.87  -0.461
O -0.42 -1.96 0.32  -0.059
O 1.06 -1.31 1.73  0.005
H 0.38 0.75 -1.57  0.023
H -1.16 -0.18 -1.72  0.062

Computed properties:
* Kohn-Sham gap: 9.866 eV
* ΔE to the lowest compared entry with this formula, charge and spin: 20.96 kcal/mol
* SMILES: N[P@](=O)([O-])[N+](=O)[O-]
* total charge: -1
* E_LUMO: 4.274 eV
* E_HOMO: -0.2055 hartree

no.,electronic energy (Eh)
1,-3261.9473
2,-2266.9996
3,-3038.4549
4,-4265.3885
5,-2130.9801
6,-2900.0767
7,-485.3091
8,-753.1044